A 3-piece molecular cluster, C26H52NO6 overall at a distorted geometry, computed with the ωB97M-V functional and the def2-TZVPD basis.

Summary:
frontier orbital gap: 3.7 eV
net charge: -1

```
85
Properties=species:S:1:pos:R:3:forces:R:3:mulliken_charge:R:1
C 2.52555 -1.94069 6.93140 0.560 -0.005 -0.991 -1.04
C 1.85384 -2.06493 5.44486 0.017 0.309 0.873 -0.31
C 0.33375 -1.44673 5.41085 2.189 -0.598 -0.220 -1.04
C 0.14815 -0.66624 4.01127 -1.966 -0.509 -0.484 1.92
C -0.57205 -1.73316 2.99513 0.258 0.430 -0.526 -1.16
C -0.82566 0.61176 4.06274 0.529 -0.567 0.709 -1.38
C -0.47855 1.61322 5.27706 -0.350 -1.169 -0.225 -0.72
C 1.08732 1.85296 5.52928 -0.451 1.164 0.631 -0.31
C 1.91659 2.28786 4.22862 0.940 -1.166 0.086 0.69
C 3.24899 3.16502 4.58332 -1.190 0.393 -0.056 -0.69
N 4.51486 2.38300 4.41533 4.838 -2.145 0.703 0.26
C 4.99404 1.57394 3.31624 0.770 -0.870 -0.281 -0.07
C 6.35542 0.84874 3.48220 -3.728 4.154 3.658 -0.66
C 6.73081 1.36561 4.91930 -3.345 1.082 -1.614 -0.45
C 5.57671 2.29498 5.42411 2.475 -2.612 -2.171 -0.38
H 3.66237 -1.81014 6.77447 -1.638 -0.395 0.449 0.28
H 2.18426 -0.97591 7.47059 0.296 -1.721 -0.810 0.24
H 2.34189 -2.88622 7.54780 0.165 1.494 -0.610 0.28
H 1.83306 -3.15306 5.07246 0.168 1.510 0.693 0.38
H 2.57016 -1.49980 4.74591 -1.314 -0.651 0.857 0.15
H -0.35848 -2.35196 5.52736 0.598 1.504 -0.211 0.40
H 0.25484 -0.79288 6.34490 -0.170 -0.679 -1.419 0.36
H 1.16586 -0.43337 3.50618 -1.362 -0.286 1.222 -0.82
H -1.65500 -1.38460 2.78016 1.728 -0.652 0.463 0.28
H -0.56166 -2.79224 3.42883 -0.098 1.335 -0.591 0.34
H -0.03204 -1.77821 1.97034 -0.842 0.129 1.595 0.12
H -1.88279 0.17004 4.27484 1.475 0.702 -0.215 0.16
H -1.01584 2.60887 5.09120 0.874 -1.187 0.338 0.34
H -0.94803 1.14931 6.23823 0.954 1.029 -0.910 0.28
H 1.55804 0.95915 6.08554 -0.563 1.269 -1.183 -0.27
H 1.16364 2.74174 6.27730 -0.060 -1.324 -1.029 0.46
H 2.33049 1.31104 3.76544 -0.810 1.597 0.503 -0.39
H 1.26058 2.77593 3.43155 0.847 -0.500 1.325 0.19
H 3.25678 4.13633 3.95251 0.274 -1.672 0.838 0.15
H 3.20782 3.50323 5.68447 0.194 -0.668 -1.687 0.31
H 4.26799 1.52785 2.42862 1.405 -0.080 1.423 0.34
H 6.90320 0.14845 2.76714 -1.119 1.324 1.230 0.31
H 7.69575 1.06553 5.46964 -1.928 0.773 -0.760 0.27
H 5.61600 2.79906 6.44219 -0.582 -0.635 -1.767 0.30
C -2.42274 0.31209 -1.76752 0.093 -0.335 0.207 -0.92
O -1.03156 0.12659 -1.95930 -0.278 0.524 -0.333 -0.21
C -0.49889 0.83064 -3.07224 0.320 -0.204 0.357 -0.09
C 0.65736 1.75714 -2.68861 0.098 0.169 0.002 -0.52
O 0.36012 2.82500 -1.79406 0.006 -0.228 -0.217 -0.49
C -0.02792 2.49166 -0.45827 -0.170 -0.025 0.269 -0.46
C 0.98455 1.74148 0.39797 -0.093 -0.005 0.161 0.27
O 1.26313 0.43672 -0.09828 0.611 0.313 -0.339 -0.26
C 2.64145 0.14305 -0.25360 -0.552 -0.131 -0.050 -1.02
H -2.97423 -0.48560 -2.27670 -0.167 0.107 -0.071 0.24
H -2.63159 0.24095 -0.69810 0.065 -0.038 -0.032 0.31
H -2.77062 1.29025 -2.11642 0.069 -0.035 -0.040 0.43
H -1.27206 1.39653 -3.60461 -0.029 0.040 0.170 0.19
H -0.11066 0.07251 -3.76533 0.121 0.181 -0.170 0.27
H 0.99899 2.23912 -3.61178 -0.161 0.086 0.007 0.45
H 1.51820 1.19591 -2.33046 -0.139 -0.274 0.138 0.13
H -0.98818 1.97961 -0.46340 0.090 -0.221 0.052 0.06
H -0.21749 3.45174 0.03400 0.168 -0.031 -0.087 0.42
H 0.57166 1.61682 1.40558 -0.245 0.179 0.063 -0.19
H 1.90330 2.34119 0.49626 -0.037 -0.139 -0.199 0.32
H 3.24383 1.04180 -0.42697 -0.028 0.002 0.094 0.47
H 2.74801 -0.50155 -1.13095 0.012 -0.067 0.069 0.21
H 3.00522 -0.39496 0.62271 0.216 0.024 0.093 0.25
C -2.41146 0.60364 -6.36333 0.140 -0.048 -0.331 -0.85
O -2.39087 -0.75837 -6.75029 -0.251 0.171 0.510 -0.33
C -2.24804 -1.66701 -5.66497 -0.086 -0.224 -0.286 0.24
C -3.37395 -2.70169 -5.60538 0.075 -0.122 0.113 -0.39
O -4.69498 -2.20903 -5.38978 0.059 0.063 -0.283 -0.47
C -5.28087 -1.39705 -6.40594 -0.020 0.179 0.139 -0.24
C -5.48811 -2.03325 -7.77653 0.139 -0.047 0.015 -0.49
O -4.26443 -2.36537 -8.41934 -0.285 -0.512 0.215 -0.28
C -4.18670 -3.69995 -8.89590 0.267 0.359 0.099 -0.83
H -1.39844 1.01506 -6.41681 -0.039 0.127 0.184 0.28
H -3.03880 1.15019 -7.07112 0.037 -0.043 -0.037 0.30
H -2.82424 0.75228 -5.36023 0.059 -0.068 -0.034 0.39
H -2.16754 -1.14485 -4.70502 -0.103 0.054 -0.097 -0.31
H -1.30456 -2.20328 -5.82731 -0.070 -0.136 0.207 0.35
H -3.16388 -3.35098 -4.74869 -0.068 0.183 0.074 0.47
H -3.35671 -3.36329 -6.46920 0.104 0.173 -0.220 0.10
H -4.74215 -0.45477 -6.49094 0.152 -0.040 -0.211 0.00
H -6.27150 -1.12766 -6.02285 0.032 -0.190 0.003 0.44
H -6.00265 -1.31536 -8.42406 -0.188 0.121 0.176 0.38
H -6.14476 -2.91146 -7.68128 0.222 0.052 0.021 0.34
H -4.82199 -4.38545 -8.32511 -0.036 0.083 -0.061 0.40
H -3.15219 -4.03441 -8.78146 -0.035 0.044 -0.085 0.24
H -4.44970 -3.73013 -9.95377 -0.111 -0.177 -0.090 0.26
```
Forces are in eV/Å.